# 1
45
Properties=species:S:1:pos:R:3 method="wB97M-V/def2-TZVPD" lumo_energy_ev="-6.761 / -11.278" total_charge=+2 multiplicity=6 homo_lumo_gap_ev="7.4 / 3.4" s_squared=8.7971
C 1.84 -1.37 -2.35
I 3.20 2.78 -2.80
H 1.42 -2.18 -2.96
H 2.05 -1.89 -1.33
H 2.79 -0.92 -2.69
Ru 0.15 -0.34 -0.31
P 0.20 0.28 -2.75
C 1.56 0.72 -3.94
C -0.49 -0.92 -3.99
H -2.11 1.30 -2.87
H -1.22 1.59 -4.38
H -0.85 2.58 -2.96
C -1.11 1.57 -3.28
H -1.45 -1.33 -3.67
H -0.62 -0.36 -4.95
H 1.17 0.83 -4.95
H 2.37 0.02 -3.95
H 0.23 -1.73 -4.19
H 2.08 1.79 -3.83
C 1.82 0.32 -0.23
O 3.02 0.22 -0.06
Cl -1.92 -1.37 -0.88
C -2.26 -0.95 2.99
N -2.12 0.17 2.00
C -3.35 0.99 1.88
C -0.89 1.06 2.18
C 0.24 0.23 2.68
C 0.65 0.31 4.04
C 1.76 -0.44 4.42
C 2.49 -1.19 3.46
C 2.03 -1.23 2.12
C 0.85 -0.59 1.75
H -2.37 -0.48 4.01
H -1.37 -1.59 2.98
H -3.13 -1.53 2.75
H -2.00 -0.30 1.05
H -3.50 1.50 2.86
H -3.24 1.73 1.09
H -4.19 0.32 1.69
H -0.69 1.50 1.18
H -1.19 1.86 2.89
H 0.08 0.91 4.74
H 2.08 -0.40 5.46
H 3.36 -1.73 3.74
H 2.65 -1.73 1.37

---

# 2
53
Properties=species:S:1:pos:R:3 method="wB97M-V/def2-TZVPD" lumo_energy_ev=-0.381 smiles="O=S(=O)(F)N(F)CCCCSc1nnco1.CCOC(C)=O.CCOC(C)=O" homo_lumo_gap_ev=8.8
O 1.39 -4.31 2.00
S 0.41 -3.55 1.13
O 0.16 -4.33 -0.12
F -1.02 -3.47 2.04
N 0.94 -1.93 0.88
F 2.29 -1.80 0.99
C 0.39 -1.32 -0.37
C -0.07 0.19 -0.03
C -0.68 0.39 1.45
C -2.03 -0.44 1.69
S -3.58 0.59 1.38
C -4.80 -0.70 0.82
N -5.85 -1.34 1.53
N -6.34 -2.22 0.59
C -5.61 -2.12 -0.63
O -4.59 -1.12 -0.51
H -0.41 -1.94 -0.89
H 1.26 -1.23 -1.12
H -0.81 0.59 -0.80
H 0.87 0.86 -0.08
H -0.89 1.50 1.59
H 0.06 0.06 2.28
H -2.08 -0.92 2.72
H -2.10 -1.30 0.92
H -5.76 -2.73 -1.58
O -2.21 3.61 3.18
C -2.35 4.26 2.16
O -1.43 4.17 1.18
C -1.59 4.75 -0.13
C -1.16 6.20 -0.13
C -3.48 5.24 2.03
H -2.61 4.61 -0.49
H -0.95 4.18 -0.80
H -1.77 6.81 0.54
H -1.23 6.62 -1.14
H -0.13 6.29 0.21
H -3.20 6.17 2.52
H -4.36 4.82 2.52
H -3.77 5.44 1.00
O 3.22 -0.81 -1.35
C 4.05 -1.60 -1.73
O 3.67 -2.74 -2.34
C 4.57 -3.65 -2.99
C 5.17 -4.62 -2.00
C 5.51 -1.37 -1.46
H 5.32 -3.11 -3.56
H 3.97 -4.21 -3.71
H 5.77 -4.11 -1.24
H 5.81 -5.35 -2.51
H 4.39 -5.16 -1.46
H 5.74 -1.71 -0.45
H 5.71 -0.30 -1.54
H 6.17 -1.86 -2.17

---

# 3
47
Properties=species:S:1:pos:R:3 method="wB97M-V/def2-TZVPD" lumo_energy_ev=2.485 total_charge=-1 homo_lumo_gap_ev=6.9
C 0.40 0.80 1.21
C -0.57 -0.23 0.54
C -0.03 -0.84 -0.79
I -1.63 -2.21 -1.47
Ga 1.69 -1.98 -0.64
C 3.09 -1.31 0.70
C 3.18 -2.16 2.02
C 3.51 -3.63 1.70
Br 3.05 -4.77 3.27
H 0.78 0.34 2.14
H -0.16 1.70 1.48
H 1.22 1.08 0.54
H -0.92 -1.02 1.22
H -1.48 0.35 0.28
H 0.04 -0.10 -1.60
H 1.27 -3.52 -0.43
H 2.40 -1.91 -2.11
H 3.03 -0.24 0.95
H 4.08 -1.45 0.22
H 4.03 -1.78 2.62
H 2.29 -2.06 2.67
H 4.58 -3.79 1.49
H 2.94 -4.04 0.86
O 2.47 1.76 -2.02
C 1.90 2.00 -3.03
O 0.56 2.23 -3.11
C 0.18 2.38 -4.49
C 1.45 2.78 -5.21
C 2.52 2.07 -4.41
H -0.22 1.42 -4.84
H -0.60 3.13 -4.56
H 1.44 2.52 -6.27
H 1.59 3.87 -5.14
H 2.69 1.05 -4.77
H 3.46 2.62 -4.39
O -2.07 1.30 3.09
C -3.15 0.81 3.10
O -3.52 -0.20 3.93
C -4.85 -0.64 3.60
C -5.49 0.53 2.88
C -4.30 1.16 2.18
H -4.77 -1.53 2.97
H -5.37 -0.90 4.52
H -6.29 0.23 2.21
H -5.90 1.23 3.61
H -4.11 0.71 1.20
H -4.40 2.24 2.08

---

# 4
53
Properties=species:S:1:pos:R:3 method="wB97M-V/def2-TZVPD" lumo_energy_ev=-0.286 homo_lumo_gap_ev=5.8
Cd -15.28 2.36 23.15
C -14.27 5.82 21.04
C -14.37 4.63 21.68
C -13.65 3.37 21.05
O -13.68 2.29 21.75
C -12.94 3.50 19.91
C -12.80 4.76 19.22
C -13.55 5.97 19.80
O -13.60 7.01 19.18
O -12.06 4.90 18.26
O -15.10 4.42 22.72
H -14.92 6.62 21.37
H -12.42 2.62 19.56
C -15.50 -0.67 25.89
S -15.79 -1.02 24.16
O -15.36 0.21 23.44
C -14.56 -2.30 23.92
H -14.79 0.15 25.97
H -15.19 -1.57 26.44
H -16.45 -0.37 26.33
H -14.54 -2.54 22.86
H -14.84 -3.18 24.50
H -13.59 -1.97 24.30
C -11.73 1.09 24.27
S -12.46 2.58 24.93
O -13.95 2.31 24.84
C -12.09 2.23 26.65
H -11.88 1.04 23.20
H -12.25 0.23 24.71
H -10.68 1.08 24.54
H -12.64 2.96 27.23
H -11.02 2.33 26.87
H -12.42 1.22 26.89
C -19.20 1.88 22.46
S -18.06 1.96 21.08
O -16.71 2.30 21.62
C -18.02 0.19 20.79
H -19.41 2.88 22.82
H -18.72 1.39 23.31
H -20.15 1.43 22.16
H -18.95 -0.22 20.39
H -17.78 -0.31 21.73
H -17.20 0.01 20.10
C -18.14 4.86 24.82
S -17.26 3.54 25.66
O -16.81 2.59 24.60
C -15.82 4.55 26.03
H -17.47 5.20 24.03
H -18.22 5.71 25.50
H -19.15 4.65 24.48
H -15.43 4.91 25.07
H -15.08 3.88 26.46
H -16.07 5.36 26.71

---

# 5
56
Properties=species:S:1:pos:R:3 method="wB97M-V/def2-TZVPD" lumo_energy_ev=-11.704 total_charge=+2 homo_lumo_gap_ev=1.2
Mg -3.83 5.32 -3.83
Mg -6.46 3.45 0.43
C -0.24 2.07 0.14
C -1.45 2.76 -0.40
O -1.34 3.47 -1.43
O -2.55 2.45 0.17
H 0.66 2.42 -0.38
H -0.26 1.00 -0.08
H -0.27 2.07 1.23
C -8.15 1.68 -5.02
C -7.09 2.69 -4.70
O -6.41 3.29 -5.51
O -6.74 2.92 -3.52
H -9.13 2.09 -4.78
H -8.13 0.82 -4.35
H -8.12 1.30 -6.04
Cl 0.88 0.37 6.14
C 1.46 -1.27 6.37
C 3.00 -1.35 6.43
Cl 3.56 -3.00 6.71
H 0.96 -1.87 5.62
H 1.05 -1.64 7.31
H 3.45 -0.77 7.23
H 3.49 -1.02 5.51
Cl -3.48 -3.59 3.72
C -4.60 -2.23 3.92
C -5.06 -1.89 5.36
Cl -6.05 -3.27 6.03
H -5.41 -2.55 3.27
H -4.16 -1.38 3.40
H -5.57 -0.93 5.42
H -4.14 -1.68 5.92
Cl -1.09 0.07 -6.28
C 0.45 -0.48 -5.57
C 0.38 -1.94 -5.08
Cl -0.84 -2.13 -3.77
H 0.75 0.23 -4.80
H 1.19 -0.35 -6.36
H 1.31 -2.11 -4.53
H 0.22 -2.62 -5.92
Cl 3.70 -3.70 0.52
C 4.23 -5.13 1.50
C 4.38 -6.46 0.61
Cl 5.75 -6.25 -0.53
H 3.51 -5.24 2.31
H 5.21 -4.91 1.91
H 3.51 -6.61 -0.03
H 4.55 -7.39 1.14
Cl 5.50 4.36 -3.27
C 5.92 5.15 -1.75
C 7.35 5.60 -1.85
Cl 7.41 7.08 -2.83
H 5.76 4.43 -0.94
H 5.20 5.96 -1.61
H 7.96 4.80 -2.27
H 7.82 5.90 -0.91

---

# 6
46
Properties=species:S:1:pos:R:3 method="wB97M-V/def2-TZVPD" lumo_energy_ev="-13.114 / -11.934" total_charge=+3 multiplicity=2 homo_lumo_gap_ev="6.3 / 7.4" s_squared=1.0741
Fe -0.07 0.03 -0.41
C -1.76 1.24 -2.52
C -2.21 -0.14 -2.18
N -2.09 -0.39 -0.72
C -2.98 0.39 0.18
C -2.13 0.89 1.29
N -0.91 1.53 0.75
C -1.09 2.81 0.00
C -0.23 2.75 -1.20
N -0.43 1.45 -1.88
H -1.70 1.31 -3.60
H -2.44 2.02 -2.20
H -3.22 -0.33 -2.54
H -1.56 -0.86 -2.67
H -2.23 -1.39 -0.58
H -3.47 1.17 -0.39
H -3.77 -0.23 0.60
H -2.70 1.57 1.93
H -1.81 0.06 1.91
H -0.28 1.70 1.51
H -2.15 2.97 -0.21
H -0.77 3.66 0.61
H -0.40 3.59 -1.87
H 0.82 2.79 -0.89
H 0.29 1.39 -2.59
O 0.06 -1.68 -1.47
C 0.51 -2.77 -0.59
C 2.02 -2.85 -0.58
C 2.64 -1.45 -0.37
C 2.40 -0.96 1.00
C 3.31 -1.21 2.04
C 3.10 -0.68 3.30
C 1.95 0.08 3.50
C 1.06 0.26 2.44
N 1.25 -0.23 1.19
H 0.36 -1.87 -2.37
H 0.08 -3.72 -0.91
H 0.09 -2.53 0.39
H 2.42 -3.25 -1.51
H 2.30 -3.56 0.20
H 2.21 -0.74 -1.07
H 3.70 -1.50 -0.59
H 4.20 -1.80 1.84
H 3.80 -0.84 4.10
H 1.72 0.51 4.47
H 0.14 0.80 2.63